(1)
DFT (ωB97M-V/def2-TZVPD) results for a molecular structure, C15H34N3O7V in a non-equilibrium geometry.

XYZ file:
```
60
Properties=species:S:1:pos:R:3:lowdin_charge:R:1
V -0.188 0.578 -0.465 0.920
C -1.449 1.654 -4.527 -0.016
C -0.710 1.719 -3.198 -0.742
O -0.751 2.788 -2.523 -0.051
O -0.147 0.722 -2.703 -0.134
H -1.016 0.980 -5.266 0.065
H -1.532 2.666 -4.923 0.070
H -2.453 1.332 -4.252 0.074
C -4.607 1.794 0.239 -0.089
C -3.337 0.812 0.048 -0.430
O -2.161 1.531 -0.083 -0.344
H -4.828 2.597 -0.464 0.050
H -4.467 2.475 1.079 0.046
H -5.611 1.377 0.163 0.043
H -3.538 0.341 -0.913 0.058
H -3.303 -0.168 0.524 0.067
C 1.929 2.468 2.262 -0.074
C 1.545 3.247 1.012 -0.294
O 0.604 2.598 0.225 -0.014
H 1.288 2.374 3.139 0.083
H 2.776 3.025 2.663 0.068
H 2.426 1.517 2.071 0.055
H 2.339 3.632 0.371 0.131
H 1.411 4.289 1.300 0.126
C 1.653 -1.594 2.822 0.003
C 0.314 -0.980 2.539 -0.480
O 0.137 -0.273 1.531 -0.037
N -0.593 -1.232 3.522 0.003
C -1.959 -0.814 3.453 -0.052
H 1.950 -1.913 3.821 0.084
H 2.453 -0.878 2.637 0.065
H 1.846 -2.384 2.096 0.085
H -0.191 -1.713 4.313 0.133
H -1.987 0.272 3.363 0.106
H -2.272 -1.012 4.478 0.087
H -2.520 -1.459 2.776 0.083
C -1.995 -2.197 -2.387 0.017
C -1.319 -2.458 -1.094 -0.422
O -0.411 -1.694 -0.638 -0.051
N -1.574 -3.649 -0.421 0.023
C -1.075 -3.941 0.933 -0.053
H -2.907 -2.789 -2.454 0.081
H -1.431 -2.373 -3.303 0.103
H -2.287 -1.148 -2.337 0.080
H -2.268 -4.311 -0.738 0.129
H -0.079 -3.509 1.029 0.071
H -1.175 -5.025 0.996 0.085
H -1.649 -3.566 1.781 0.069
C 4.189 -1.047 0.076 0.023
C 3.368 -0.036 -0.752 -0.516
O 2.153 0.048 -0.645 0.003
N 3.999 0.789 -1.566 0.034
C 3.385 1.806 -2.467 -0.015
H 3.841 -1.419 1.040 0.054
H 5.248 -0.802 0.160 0.074
H 4.132 -1.975 -0.494 0.087
H 5.001 0.664 -1.595 0.133
H 3.556 2.752 -1.954 0.081
H 2.370 1.746 -2.859 0.084
H 3.876 1.767 -3.440 0.080
```

The value obtained for the HOMO-LUMO gap (spin up / spin down) is 0.2257 / 0.1809 Eh. As for the multiplicity: 5. The lowest unoccupied orbital energy (spin up / spin down) is 0.2 / -1.3 eV. The HOMO energy (spin up / spin down) comes out at -5.9 / -6.3 eV.



(2)
DFT (ωB97M-V/def2-TZVPD) results for a molecular structure, C31H36BrF6KN8O6S2Se.

XYZ file:
```
92
Properties=species:S:1:pos:R:3:lowdin_charge:R:1
K 1.639 -0.184 -0.573 0.693
O 2.478 3.029 4.411 0.044
C 2.762 3.403 3.120 -0.267
C 3.019 4.732 2.809 -0.050
C 3.295 5.098 1.499 -0.111
C 3.307 4.131 0.508 -0.100
C 3.060 2.804 0.840 -0.030
C 2.790 2.407 2.143 -0.077
C 2.601 0.921 2.510 -0.492
O 3.139 0.073 1.640 -0.286
N 1.118 0.696 2.662 0.028
N 0.735 -0.259 3.445 0.012
C -0.466 -0.737 3.317 -0.245
C -0.883 -1.889 4.063 -0.626
Br 0.426 -2.613 5.271 0.683
C -2.030 -2.597 3.996 -0.160
C -3.204 -2.364 3.148 -0.245
C -4.025 -3.468 2.869 -0.102
C -5.127 -3.364 2.037 -0.114
C -5.451 -2.141 1.459 -0.111
C -4.668 -1.032 1.748 -0.087
C -3.569 -1.135 2.586 -0.045
H 2.428 3.825 4.949 0.091
H 2.998 5.479 3.598 0.099
H 3.491 6.137 1.261 0.090
H 3.500 4.400 -0.523 0.099
H 3.050 2.070 0.042 0.088
H 2.955 0.801 3.551 0.130
H 0.440 1.148 2.039 0.047
H -1.104 -0.396 2.507 0.047
H -2.077 -3.502 4.591 0.070
H -3.771 -4.429 3.306 0.108
H -5.730 -4.241 1.830 0.094
H -6.303 -2.055 0.796 0.093
H -4.891 -0.066 1.313 0.083
H -3.003 -0.239 2.789 0.068
C 1.718 -5.392 2.104 -0.090
N 2.121 -4.319 1.205 -0.172
C 3.451 -3.827 1.523 -0.076
C 1.171 -3.282 1.049 -0.453
N 1.291 -2.068 1.333 0.127
N -0.045 -3.746 0.527 0.114
C -1.068 -2.865 0.100 -0.505
N -2.325 -3.348 0.469 0.146
N -0.827 -1.817 -0.567 0.141
H 2.369 -6.256 1.953 0.076
H 0.691 -5.697 1.911 0.070
H 1.783 -5.083 3.158 0.075
H 4.150 -4.662 1.462 0.080
H 3.506 -3.390 2.529 0.093
H 3.749 -3.066 0.804 0.092
H 2.153 -1.698 1.745 0.030
H -0.042 -4.656 0.098 0.128
H -2.335 -3.722 1.409 0.057
H -3.069 -2.674 0.340 0.070
H -1.663 -1.246 -0.684 0.042
F 0.484 -1.472 -3.689 0.135
C 1.305 -2.459 -4.033 -0.678
F 1.130 -2.720 -5.335 0.122
F 0.974 -3.554 -3.344 0.128
S 3.055 -2.004 -3.679 0.574
O 3.090 -1.858 -2.245 -0.345
O 3.826 -3.047 -4.286 -0.281
N 3.189 -0.658 -4.476 -0.295
S 3.431 0.737 -3.783 0.587
O 2.409 1.146 -2.851 -0.350
O 4.799 0.986 -3.432 -0.272
C 3.124 1.785 -5.266 -0.682
F 3.934 1.464 -6.279 0.124
F 1.865 1.683 -5.689 0.136
F 3.355 3.063 -4.941 0.123
C -2.827 4.307 -4.871 -0.078
C -2.591 3.697 -3.514 -0.300
C -1.365 3.807 -2.875 -0.032
C -1.129 3.255 -1.618 -0.304
C 0.228 3.411 -0.998 -0.104
C -2.151 2.551 -0.954 -0.593
Se -1.859 1.773 0.765 0.579
C -3.398 2.431 -1.602 -0.320
C -4.527 1.675 -0.959 -0.125
C -3.595 3.001 -2.854 -0.047
H -1.888 4.641 -5.316 0.064
H -3.493 5.174 -4.814 0.067
H -3.285 3.590 -5.557 0.067
H -0.552 4.330 -3.372 0.105
H 0.899 3.969 -1.653 0.074
H 0.676 2.436 -0.796 0.025
H 0.167 3.908 -0.027 0.070
H -4.210 0.663 -0.696 0.037
H -5.391 1.626 -1.626 0.063
H -4.823 2.146 -0.018 0.061
H -4.564 2.885 -3.335 0.103
```

Its total charge is -2. The value obtained for the HOMO-LUMO gap is 0.2106 Eh. The lowest unoccupied orbital energy is 3.9 eV. The calculation puts the energy above the lowest of the compared OMol25 structures with the same formula, charge and spin at 40.0 kcal per mole. The HOMO energy comes out at -1.8 eV.



(3)
DFT (ωB97M-V/def2-TZVPD) results for a molecular structure, C3H5N in a non-equilibrium geometry.

XYZ file:
```
9
Properties=species:S:1:pos:R:3:lowdin_charge:R:1
C 0.278 1.161 0.627 -0.172
C -0.138 -0.274 0.582 -0.167
C 0.248 -0.079 -0.889 -0.257
N 0.574 1.310 -0.611 0.033
H 0.348 1.896 1.411 0.098
H 0.490 -0.971 1.137 0.099
H -1.185 -0.477 0.796 0.097
H 1.057 -0.667 -1.305 0.076
H -0.763 -0.150 -1.875 0.192
```

The value obtained for the HOMO-LUMO gap is 0.4086 Eh. The lowest unoccupied orbital energy is 1.1 eV. The calculation puts the energy above the lowest of the compared OMol25 structures with the same formula, charge and spin at 54.5 kcal per mole. The HOMO energy comes out at -10.0 eV.



(4)
DFT (ωB97M-V/def2-TZVPD) results for a single C9H8N2O2 molecule in a non-equilibrium geometry.

XYZ file:
```
21
Properties=species:S:1:pos:R:3:lowdin_charge:R:1
C -2.324 -1.598 2.116 -0.283
C -1.265 -1.554 1.166 0.015
C -0.256 -1.545 0.492 0.083
C 0.948 -1.575 -0.239 -0.344
C 2.728 -2.204 -1.279 -0.098
C 2.567 -0.926 -1.578 -0.080
C 0.765 0.705 -0.962 0.032
C 0.183 1.740 -0.683 0.054
C -0.345 3.133 -0.723 -0.275
H -3.849 -0.666 2.844 0.082
H -1.851 -2.053 3.072 0.152
H -3.019 -2.413 1.774 0.131
H 3.465 -2.832 -1.609 0.073
H 3.226 -0.207 -2.038 0.129
H -0.457 3.524 0.334 0.127
H -1.388 3.131 -1.126 0.121
H 0.277 4.872 -1.072 0.110
N 1.684 -2.627 -0.407 0.134
N 1.457 -0.501 -0.938 -0.025
O -3.089 -0.397 2.319 -0.056
O 0.544 3.992 -1.465 -0.081
```

The SMILES is OCC#Cc1nccn1C#CCO. The value obtained for the HOMO-LUMO gap is 0.3366 Eh. The lowest unoccupied orbital energy is 0.6 eV. The calculation puts the energy above the lowest of the compared OMol25 structures with the same formula, charge and spin at 146.1 kcal per mole. The HOMO energy comes out at -8.6 eV.



(5)
DFT (ωB97M-V/def2-TZVPD) results for 6 unconnected molecules or ions with the total composition C35H35NO10 in a non-equilibrium geometry.

XYZ file:
```
81
Properties=species:S:1:pos:R:3:lowdin_charge:R:1
N -1.877 1.178 0.635 0.091
C -1.240 1.374 -0.532 -0.120
C -0.512 0.332 -1.298 -0.003
C -0.590 -0.888 -0.662 -0.105
C -1.224 -1.117 0.545 -0.057
C -1.739 -0.074 1.264 -0.090
H -1.237 2.207 -0.930 0.007
H -0.115 0.490 -2.481 0.175
H -0.298 -1.651 -1.302 0.058
H -1.242 -1.883 1.249 0.081
H -2.146 -0.322 2.095 0.043
C 2.215 -5.481 3.476 0.066
C 1.341 -5.321 4.713 0.052
C 0.489 -4.181 4.795 -0.284
C 0.556 -3.148 3.787 -0.010
C 1.271 -3.420 2.654 -0.062
C 2.076 -4.506 2.429 -0.304
O 2.821 -4.542 1.283 0.121
O -0.287 -3.965 5.895 0.078
H 2.689 -6.380 3.477 0.059
H 1.306 -5.864 5.526 0.045
H 0.011 -2.218 3.960 0.113
H 1.173 -2.768 1.745 0.122
H 3.104 -5.261 1.006 -0.032
H -0.702 -3.176 5.924 0.039
C -2.464 4.202 -3.512 0.040
C -3.599 3.903 -4.427 0.006
C -3.538 2.933 -5.422 -0.384
C -2.210 2.259 -5.602 0.050
C -1.094 2.469 -4.669 -0.014
C -1.279 3.432 -3.701 -0.389
O -0.210 3.789 -2.988 0.067
O -4.509 2.525 -6.139 0.115
H -2.578 4.906 -2.611 0.138
H -4.591 4.226 -4.457 0.086
H -2.250 1.459 -6.270 0.069
H -0.296 1.807 -4.690 0.077
H 0.565 3.348 -3.128 0.059
H -4.476 2.265 -6.999 0.077
C -0.331 -4.909 -6.054 0.054
C -1.207 -3.960 -5.357 -0.018
C -0.724 -3.296 -4.248 -0.317
C 0.528 -3.678 -3.591 0.040
C 1.267 -4.787 -4.142 -0.006
C 0.898 -5.304 -5.357 -0.350
O 1.544 -6.303 -5.940 0.120
O -1.387 -2.246 -3.646 0.002
H -0.708 -5.406 -6.845 0.063
H -2.154 -3.782 -5.948 0.127
H 0.880 -3.141 -2.806 0.058
H 2.193 -5.186 -3.741 0.117
H 2.318 -5.991 -5.789 -0.003
H -2.241 -2.187 -4.151 0.125
C 3.469 2.319 1.883 -0.014
C 4.865 1.726 2.023 0.019
C 5.024 0.361 1.776 -0.358
C 3.921 -0.309 1.241 -0.032
C 2.654 0.145 1.220 0.004
C 2.366 1.602 1.442 -0.298
O 1.196 2.109 0.994 0.016
O 6.249 -0.189 1.856 0.091
H 3.385 3.425 1.838 0.113
H 5.753 2.546 2.263 0.165
H 3.925 -1.435 1.179 0.135
H 1.991 -0.273 0.767 -0.010
H 0.462 1.443 0.790 0.093
H 6.239 -1.074 1.784 0.039
C -1.604 3.525 3.591 -0.023
C -2.993 3.892 3.996 0.044
C -3.150 4.949 5.030 -0.280
C -2.013 5.679 5.367 -0.084
C -0.826 5.447 4.825 -0.019
C -0.541 4.303 3.950 -0.324
O 0.689 4.049 3.427 0.013
O -4.432 5.304 5.410 0.044
H -1.598 2.549 2.887 0.129
H -3.686 3.293 3.531 0.058
H -2.234 6.414 6.099 0.107
H -0.002 6.155 4.936 0.119
H 0.931 3.168 3.037 0.099
H -4.249 6.109 5.846 0.062
```

The SMILES is Oc1ccc(O)cc1.Oc1ccc(O)cc1.Oc1ccc(O)cc1.Oc1ccc(O)cc1.Oc1ccc(O)cc1.c1ccncc1. The value obtained for the HOMO-LUMO gap is 0.2854 Eh. The lowest unoccupied orbital energy is 0.2 eV. The calculation puts the energy above the lowest of the compared OMol25 structures with the same formula, charge and spin at 62.9 kcal per mole. The HOMO energy comes out at -7.5 eV.